Computed, not measured: a cluster of 9 separate species, C57H98IN12O in total, with ωB97M-V with the def2-TZVPD basis set.

The charge is +1. The HOMO energy comes out at -11.1 eV.

Last columns: bonded neighbours and bond lengths (Å).
Element x y z (Å)
1 C 2.767 -0.219 4.322  C2 1.603, H32 1.117, H33 1.119, H34 1.123
2 C 1.943 -0.592 2.999  C1 1.603, C3 1.584, H35 1.128, H36 1.116
3 C 2.427 0.228 1.733  C2 1.584, C4 1.596, H37 1.120, H38 1.119
4 C 3.332 -0.634 0.741  C3 1.596, C5 1.572, H39 1.123, H40 1.121
5 C 3.181 -0.205 -0.764  C4 1.572, C6 1.586, H41 1.132, H42 1.137
6 C 4.274 0.823 -1.277  C5 1.586, C7 1.599, H43 1.116, H44 1.127
7 C 3.493 2.006 -2.015  C6 1.599, C8 1.595, H45 1.120, H46 1.119
8 C 2.927 2.985 -0.889  C7 1.595, C9 1.577, H47 1.118, H48 1.118
9 C 1.418 3.367 -1.139  C8 1.577, N10 1.492, H49 1.123, H50 1.124
10 N 0.494 2.600 -0.253  C9 1.492, C11 1.449, C30 1.499
11 C -0.685 2.218 -1.004  N10 1.449, N12 1.307, N21 1.402
12 N -0.572 1.134 -1.726  C11 1.307, C13 1.476, H51 1.027
13 C -1.715 0.616 -2.502  N12 1.476, C14 1.591, H52 1.126, H53 1.114
14 C -2.575 -0.457 -1.701  C13 1.591, C15 1.556, H54 1.127, H55 1.125
15 C -3.899 0.134 -1.137  C14 1.556, C16 1.473, C20 1.455
16 C -4.284 -0.298 0.218  C15 1.473, C17 1.448, H56 1.114
17 C -5.497 0.193 0.838  C16 1.448, C18 1.452, H57 1.112
18 C -6.339 1.148 0.140  C17 1.452, C19 1.457, H58 1.113
19 C -5.980 1.581 -1.204  C18 1.457, C20 1.462, H59 1.109
20 C -4.770 1.063 -1.841  C15 1.455, C19 1.462, H60 1.117
21 N -1.830 3.010 -0.843  C11 1.402, C22 1.486, H61 1.019
22 C -2.432 2.932 0.513  N21 1.486, C23 1.581, C29 1.564, H62 1.121
23 C -3.348 4.204 0.720  C22 1.581, C24 1.556, H63 1.129, H64 1.121
24 C -2.838 5.228 1.774  C23 1.556, O25 1.206, N26 1.475
25 O -1.903 5.977 1.635  C24 1.206
26 N -3.605 5.289 3.032  C24 1.475, C27 1.483, C28 1.485
27 C -2.818 4.745 4.165  N26 1.483, H65 1.123, H66 1.124, H67 1.126
28 C -3.948 6.691 3.377  N26 1.485, H68 1.128, H69 1.127, H70 1.114
29 C -1.256 2.762 1.530  C22 1.564, C30 1.569, H71 1.112, H72 1.132
30 C 0.008 3.437 0.891  N10 1.499, C29 1.569, I31 2.187, H73 1.127
31 I 1.563 3.811 2.382  C30 2.187
32 H 3.559 0.545 4.131  C1 1.117
33 H 3.277 -1.162 4.646  C1 1.119
34 H 2.098 0.178 5.131  C1 1.123
35 H 0.876 -0.323 3.244  C2 1.128
36 H 2.025 -1.689 2.816  C2 1.116
37 H 3.096 1.040 2.118  C3 1.120
38 H 1.514 0.613 1.213  C3 1.119
39 H 3.048 -1.703 0.932  C4 1.123
40 H 4.384 -0.477 1.093  C4 1.121
41 H 2.178 0.311 -0.850  C5 1.132
42 H 3.180 -1.082 -1.488  C5 1.137
43 H 5.063 0.377 -1.928  C6 1.116
44 H 4.793 1.309 -0.402  C6 1.127
45 H 2.665 1.586 -2.640  C7 1.120
46 H 4.238 2.511 -2.680  C7 1.119
47 H 3.594 3.879 -0.821  C8 1.118
48 H 2.987 2.426 0.077  C8 1.118
49 H 1.196 3.162 -2.221  C9 1.123
50 H 1.293 4.474 -0.992  C9 1.124
51 H 0.304 0.597 -1.769  N12 1.027
52 H -1.277 0.047 -3.369  C13 1.126
53 H -2.363 1.400 -2.956  C13 1.114
54 H -2.843 -1.269 -2.436  C14 1.127
55 H -1.954 -0.975 -0.920  C14 1.125
56 H -3.624 -1.026 0.742  C16 1.114
57 H -5.772 -0.173 1.851  C17 1.112
58 H -7.272 1.585 0.561  C18 1.113
59 H -6.627 2.288 -1.762  C19 1.109
60 H -4.473 1.353 -2.878  C20 1.117
61 H -2.509 2.935 -1.599  N21 1.019
62 H -3.085 2.024 0.591  C22 1.121
63 H -3.377 4.753 -0.266  C23 1.129
64 H -4.404 3.869 0.892  C23 1.121
65 H -3.137 5.195 5.142  C27 1.123
66 H -1.733 4.986 3.994  C27 1.124
67 H -2.898 3.625 4.250  C27 1.126
68 H -3.022 7.186 3.790  C28 1.128
69 H -4.667 6.653 4.244  C28 1.127
70 H -4.426 7.269 2.552  C28 1.114
71 H -1.471 3.078 2.574  C29 1.112
72 H -1.020 1.657 1.586  C29 1.132
73 H -0.260 4.462 0.509  C30 1.127
74 C -10.522 -2.264 -2.290  C75 1.525, H79 1.092, H80 1.092, H81 1.088
75 C -9.141 -2.175 -1.650  C74 1.525, C76 1.530, H82 1.094, H83 1.093
76 C -9.084 -1.184 -0.485  C75 1.530, C77 1.463, H84 1.094, H85 1.093
77 C -9.284 0.198 -0.920  C76 1.463, N78 1.149
78 N -9.441 1.285 -1.260  C77 1.149
79 H -10.814 -1.316 -2.745  C74 1.092
80 H -10.524 -3.024 -3.074  C74 1.092
81 H -11.277 -2.538 -1.555  C74 1.088
82 H -8.404 -1.904 -2.412  C75 1.094
83 H -8.864 -3.165 -1.278  C75 1.093
84 H -8.107 -1.261 0.001  C76 1.094
85 H -9.832 -1.447 0.267  C76 1.093
86 C -7.832 8.526 3.133  C87 1.524, H91 1.092, H92 1.092, H93 1.093
87 C -7.128 9.474 4.097  C86 1.524, C88 1.530, H94 1.093, H95 1.094
88 C -7.869 9.640 5.426  C87 1.530, C89 1.464, H96 1.093, H97 1.093
89 C -9.160 10.311 5.261  C88 1.464, N90 1.148
90 N -10.173 10.835 5.133  C89 1.148
91 H -8.808 8.912 2.834  C86 1.092
92 H -7.233 8.398 2.228  C86 1.092
93 H -7.975 7.542 3.586  C86 1.093
94 H -6.995 10.445 3.615  C87 1.093
95 H -6.128 9.081 4.304  C87 1.094
96 H -7.250 10.230 6.106  C88 1.093
97 H -8.016 8.665 5.898  C88 1.093
98 C -14.442 -2.963 -5.768  C99 1.524, H103 1.092, H104 1.091, H105 1.092
99 C -14.293 -4.299 -5.048  C98 1.524, C100 1.531, H106 1.093, H107 1.093
100 C -14.863 -4.282 -3.628  C99 1.531, C101 1.464, H108 1.093, H109 1.093
101 C -14.111 -3.395 -2.738  C100 1.464, N102 1.149
102 N -13.524 -2.697 -2.040  C101 1.149
103 H -13.870 -2.176 -5.273  C98 1.092
104 H -14.075 -3.045 -6.793  C98 1.091
105 H -15.489 -2.654 -5.809  C98 1.092
106 H -13.238 -4.582 -5.028  C99 1.093
107 H -14.819 -5.065 -5.624  C99 1.093
108 H -14.833 -5.296 -3.221  C100 1.093
109 H -15.913 -3.981 -3.649  C100 1.093
110 C 3.944 -5.091 -4.857  C111 1.525, H115 1.093, H116 1.091, H117 1.093
111 C 4.723 -4.218 -3.879  C110 1.525, C112 1.530, H118 1.093, H119 1.093
112 C 4.044 -4.091 -2.515  C111 1.530, C113 1.463, H120 1.093, H121 1.093
113 C 2.776 -3.366 -2.590  C112 1.463, N114 1.151
114 N 1.776 -2.799 -2.650  C113 1.151
115 H 2.971 -4.654 -5.096  C110 1.093
116 H 4.498 -5.197 -5.791  C110 1.091
117 H 3.781 -6.090 -4.446  C110 1.093
118 H 4.874 -3.229 -4.319  C111 1.093
119 H 5.713 -4.657 -3.733  C111 1.093
120 H 4.715 -3.559 -1.835  C112 1.093
121 H 3.880 -5.082 -2.084  C112 1.093
122 C 5.734 -8.281 -2.247  C123 1.526, H127 1.094, H128 1.092, H129 1.093
123 C 7.140 -8.249 -1.656  C122 1.526, C124 1.528, H130 1.093, H131 1.086
124 C 7.259 -7.333 -0.439  C123 1.528, C125 1.464, H132 1.093, H133 1.093
125 C 7.064 -5.924 -0.782  C124 1.464, N126 1.149
126 N 6.908 -4.817 -1.050  C125 1.149
127 H 5.438 -7.302 -2.635  C122 1.094
128 H 5.689 -8.992 -3.074  C122 1.092
129 H 5.000 -8.589 -1.497  C122 1.093
130 H 7.849 -7.942 -2.430  C123 1.093
131 H 7.414 -9.256 -1.356  C123 1.086
132 H 8.254 -7.454 -0.001  C124 1.093
133 H 6.539 -7.630 0.327  C124 1.093
134 C 7.092 2.395 2.099  C135 1.523, H139 1.094, H140 1.092, H141 1.092
135 C 7.364 1.906 3.516  C134 1.523, C136 1.530, H142 1.094, H143 1.092
136 C 7.748 0.426 3.578  C135 1.530, C137 1.463, H144 1.093, H145 1.093
137 C 6.645 -0.450 3.182  C136 1.463, N138 1.149
138 N 5.780 -1.139 2.869  C137 1.149
139 H 6.228 1.888 1.660  C134 1.094
140 H 6.880 3.467 2.106  C134 1.092
141 H 7.956 2.226 1.454  C134 1.092
142 H 6.483 2.094 4.138  C135 1.094
143 H 8.182 2.495 3.935  C135 1.092
144 H 8.045 0.179 4.600  C136 1.093
145 H 8.617 0.238 2.942  C136 1.093
146 C 7.398 7.048 2.386  C147 1.524, H151 1.093, H152 1.092, H153 1.092
147 C 7.675 6.901 3.878  C146 1.524, C148 1.531, H154 1.093, H155 1.093
148 C 9.119 6.494 4.183  C147 1.531, C149 1.464, H156 1.093, H157 1.093
149 C 9.430 5.147 3.703  C148 1.464, N150 1.149
150 N 9.675 4.091 3.323  C149 1.149
151 H 7.513 6.096 1.862  C146 1.093
152 H 6.376 7.395 2.226  C146 1.092
153 H 8.076 7.774 1.932  C146 1.092
154 H 6.980 6.172 4.305  C147 1.093
155 H 7.474 7.858 4.366  C147 1.093
156 H 9.276 6.527 5.264  C148 1.093
157 H 9.813 7.214 3.742  C148 1.093
158 C 8.906 -12.532 -3.763  C159 1.524, H163 1.092, H164 1.091, H165 1.092
159 C 10.288 -11.895 -3.662  C158 1.524, C160 1.531, H166 1.093, H167 1.093
160 C 10.782 -11.758 -2.220  C159 1.531, C161 1.464, H168 1.093, H169 1.093
161 C 9.978 -10.814 -1.444  C160 1.464, N162 1.149
162 N 9.345 -10.075 -0.833  C161 1.149
163 H 8.144 -11.910 -3.288  C158 1.092
164 H 8.626 -12.659 -4.810  C158 1.091
165 H 8.892 -13.515 -3.288  C158 1.092
166 H 10.271 -10.916 -4.149  C159 1.093
167 H 10.998 -12.514 -4.216  C159 1.093
168 H 11.818 -11.411 -2.231  C160 1.093
169 H 10.782 -12.735 -1.729  C160 1.093

Löwdin atomic charge list, values in e, 8 entries: -0.119, -0.231, -0.243, -0.188, -0.192, -0.180, -0.191, -0.183